Entry 1:
The following is a DFT calculation (ωB97M-V/def2-TZVPD) of C39H50I2N5O7RbSSi as an isolated structure.

ORCA input file:
```
! wB97M-V def2-TZVPD RIJCOSX def2/J DEFGRID3
* xyz -2 1
C 6.66 1.58 6.19
H 4.30 4.57 5.60
H 4.19 5.77 7.52
H -3.61 -1.43 4.38
C 6.36 1.97 4.89
C 0.24 -4.95 0.44
H -1.02 0.33 -4.50
H 5.28 3.39 3.70
C -0.63 -4.05 1.03
C 4.72 0.57 -0.99
H -2.52 4.22 0.92
H -5.97 -0.85 3.76
O -3.53 1.86 0.80
H -2.82 1.37 3.31
C -3.51 4.13 1.37
C 5.04 0.67 2.73
C 5.24 3.30 7.08
H -2.56 -2.25 3.22
O -5.59 0.22 0.08
C 6.10 2.23 7.28
C 3.35 0.32 -1.08
H -2.83 3.06 3.85
C 3.14 0.22 1.20
N 7.03 1.37 3.78
H 2.19 -0.04 4.50
H 1.79 -5.17 -1.04
H -6.35 -1.69 -1.62
H -7.74 1.57 -0.51
H 3.43 5.19 9.02
H 2.90 4.54 7.45
O 4.72 3.88 8.22
Si -3.96 0.27 0.51
C 1.10 -4.50 -0.56
H -6.19 -0.72 -3.09
H 0.21 -8.28 5.50
H -1.70 2.53 2.60
H -8.03 0.82 -2.09
C -5.82 -0.85 -2.07
H -3.93 -3.13 3.94
S 0.26 -6.66 0.91
H -5.54 2.51 -1.31
C -7.57 0.68 -1.11
H -3.45 -2.71 0.82
H 1.67 -4.65 2.60
H -4.75 -1.06 -2.08
H -1.24 -2.00 1.09
H 2.14 -4.69 5.02
O -4.01 -0.40 2.05
C 0.52 -7.49 4.83
H -4.25 4.36 0.60
H 4.53 0.52 4.81
H -0.40 -8.38 3.10
H -4.71 -3.68 1.63
C -1.13 0.54 -3.43
H 6.31 1.92 8.29
C -5.39 1.61 -1.91
N 1.21 -6.49 5.38
H -5.81 1.77 -2.91
C -5.15 2.59 2.45
H 2.85 0.28 -2.05
O 0.03 1.17 -2.92
C 5.30 0.68 0.24
C 5.52 3.07 4.71
C 4.15 0.46 3.80
C -4.44 -2.68 1.26
H 5.31 0.71 -1.89
H -8.05 -0.17 -0.61
H -6.35 -2.49 3.20
N 2.59 0.14 -0.03
H -5.88 2.77 1.66
C 1.59 -5.51 4.56
H -1.30 -0.40 -2.90
H -5.13 -2.39 0.48
H -4.32 1.44 -2.00
I -0.16 3.21 -2.52
C 2.23 -0.01 2.34
O 1.05 -0.34 2.16
O -3.01 -0.40 -0.52
C -0.58 -2.73 0.63
H 6.35 0.89 0.36
C 4.51 0.51 1.40
Rb -0.49 0.50 -0.02
C -6.07 0.41 -1.25
C 2.83 0.14 3.64
H -3.60 4.87 2.17
C -2.71 2.40 2.99
H -5.32 3.31 3.25
I -0.41 6.18 -1.86
C -5.93 -1.53 2.91
H -2.03 1.15 -3.29
C -3.73 2.72 1.90
C 4.96 3.73 5.79
C 0.61 -6.53 2.64
C 1.05 -3.15 -0.90
N 0.25 -2.28 -0.31
H 7.34 0.75 6.34
C 3.76 4.90 8.03
C -3.60 -2.16 3.56
C 0.19 -7.56 3.48
H -5.32 1.58 2.84
C -4.49 -1.68 2.42
H 1.72 -2.76 -1.66
C 1.34 -5.48 3.20
H -1.33 -4.37 1.80
H -6.54 -1.10 2.10
N 6.40 0.88 2.81
*
```

Computed properties:
Orbital gap: 5.8 eV
LUMO level: 3.2496 eV
Calculated total energy: -3624.04918 Ha
Highest occupied orbital energy: -2.51 eV
ΔE to the lowest compared entry with this formula, charge and spin: 50.11 kJ/mol


Entry 2:
The following is a DFT calculation (ωB97M-V/def2-TZVPD) of a 5-piece molecular cluster, C39H50N8O4 overall.

ORCA input file:
```
! wB97M-V def2-TZVPD RIJCOSX def2/J DEFGRID3
* xyz 6 1
H 0.59 -3.74 -9.17
H -1.97 -4.36 1.91
C 0.05 -4.12 -8.32
H -2.90 9.56 1.88
H -1.11 2.90 -9.36
H -0.94 -7.63 -5.66
H -7.80 4.96 -3.74
H -1.36 7.32 4.39
H -8.98 6.84 -1.07
C 7.74 -2.11 2.69
H 5.40 -0.18 3.83
H -3.28 -2.93 2.93
H 0.53 2.77 -8.67
C 8.22 -4.50 6.57
C -1.86 8.15 3.89
H 0.94 -6.15 -8.36
O -1.04 -0.30 -0.05
N 8.52 -4.11 8.91
H 6.05 0.55 1.67
C -0.65 -1.72 -7.78
H -4.95 -1.65 2.36
H 7.47 -0.18 1.03
C -6.23 5.24 -1.89
C -7.16 6.66 0.30
N -2.80 7.70 2.86
H -4.39 5.14 -0.90
H -7.43 7.24 1.18
C -5.35 5.64 -0.86
H -5.05 8.88 0.64
C -5.66 -2.47 2.31
O -0.41 0.77 1.70
C 8.49 -4.95 7.87
C -3.25 6.41 2.83
H 0.72 -7.21 -6.01
C 0.00 0.59 -7.07
O -0.30 1.63 -0.26
N -3.64 -3.87 3.06
C -3.33 8.59 2.07
H 8.08 -4.36 10.86
C -8.32 5.54 -2.97
C -1.22 -5.12 -6.04
H 0.44 1.29 -6.36
H 8.03 -1.15 7.28
N -7.47 5.69 -1.81
H -5.62 -2.92 1.31
O -5.86 -4.39 3.77
N -0.53 0.70 0.45
H -1.37 -1.87 -9.75
H -4.34 4.88 1.85
H 8.91 -3.57 3.80
H 8.56 -5.97 8.19
C 6.26 -0.83 3.89
C -5.78 6.43 0.20
H -1.01 8.58 3.36
H 6.02 -1.34 5.96
C 8.11 -2.22 7.42
C -4.09 5.93 1.92
H 8.21 -5.16 5.71
C 0.27 -5.45 -7.88
H -0.16 -8.05 -7.25
C -0.09 -0.86 -6.85
N -0.44 -5.89 -6.83
H -6.69 -2.22 2.55
C -0.66 -3.22 -7.52
C 6.50 -0.42 1.47
H 9.84 -4.16 10.56
H 5.93 -1.16 0.90
H 8.35 -2.19 9.60
H -1.94 -3.10 -5.81
C 8.11 -2.84 3.82
C -4.49 8.22 1.28
H 8.15 -2.43 1.75
C -1.02 -1.19 -8.99
C -5.15 -3.68 3.10
H -9.27 5.02 -2.84
H -1.70 -5.69 -5.26
H -2.44 8.91 4.39
C 8.91 -4.60 10.20
H -1.26 0.65 -10.16
H -8.57 6.55 -3.28
H -3.58 -4.58 1.05
H -2.86 5.76 3.60
C 8.01 -3.09 6.34
C 8.34 -2.76 8.69
H -5.97 4.57 -2.71
H -3.35 -4.15 3.98
N 6.87 -1.11 2.74
N -0.59 1.05 -8.23
C -8.00 6.47 -0.84
C -1.07 0.22 -9.19
H 9.11 -5.67 10.15
C -4.82 6.88 1.22
H -2.88 -5.77 2.34
C -0.26 -7.32 -6.45
C -1.28 -3.74 -6.38
H 0.36 -1.33 -5.98
C 6.61 -1.51 5.07
C 7.53 -2.55 5.08
C -2.98 -4.76 1.95
H -0.76 3.14 -7.63
C -0.52 2.54 -8.51
*
```

Computed properties:
Orbital gap: 4.0 eV
LUMO level: -11.6612 eV
Calculated total energy: -2252.70139 Ha
Highest occupied orbital energy: -15.64 eV
ΔE to the lowest compared entry with this formula, charge and spin: 203.37 kJ/mol


Entry 3:
The following is a DFT calculation (ωB97M-V/def2-TZVPD) of C39H51Br2F4Ge2HgN5OS as an isolated structure.

ORCA input file:
```
! wB97M-V def2-TZVPD RIJCOSX def2/J DEFGRID3
* xyz -1 2
N 2.57 -0.44 -1.68
H -0.41 1.63 2.90
S 2.38 0.01 2.45
Ge 0.24 1.78 0.40
H 1.04 -4.27 -3.05
C 2.18 2.46 0.19
H 2.07 4.40 -0.80
C 2.53 3.94 0.07
H 4.64 -0.08 4.61
N 0.65 -0.82 4.21
H -0.93 0.93 -4.59
C -1.89 5.93 -2.42
C -1.21 -0.11 -4.76
H 2.57 1.94 -0.68
N -0.51 -3.44 -1.83
H 0.26 -2.78 -3.65
H -2.33 3.23 3.07
H 4.22 1.16 5.82
C -1.02 2.51 -1.04
C -1.09 -4.12 0.51
C -0.08 -4.16 -0.64
C -4.39 -3.29 3.05
H -1.51 -5.20 -2.48
H -0.02 4.40 0.55
Ge -1.84 -0.34 -1.79
H 2.39 -0.32 5.95
C -1.82 4.55 -2.29
H 0.14 -1.10 3.38
H -3.65 -1.73 -0.52
F -1.75 -0.33 2.11
H 0.09 3.27 2.53
O 2.06 -2.26 0.33
C -4.70 -2.00 3.44
C -2.33 -2.63 1.85
H -2.60 -1.57 -4.01
C -2.30 -0.54 -3.80
N -1.30 -2.79 1.04
C -1.63 -4.10 -2.47
C 4.12 0.64 -3.13
C 1.85 -0.26 4.00
C 4.35 -2.61 0.62
C -0.52 2.44 2.18
H 0.75 0.87 -2.79
H -2.43 6.35 -3.26
H 6.18 0.15 -2.91
C -1.14 3.96 -1.22
H -0.99 -1.38 5.34
H -1.71 -3.76 -3.51
C 5.66 -2.43 0.24
H -3.18 0.09 -3.94
F -5.24 -4.28 3.42
H -2.16 3.61 1.35
C -3.61 -0.69 -0.83
H 2.70 2.05 1.05
C 5.17 -0.02 -2.56
C 3.59 -1.10 -1.10
H -5.76 -0.53 -0.99
H 2.22 4.49 0.95
H -2.56 -3.86 -1.96
C -1.77 1.65 -1.75
C -0.55 4.82 -0.29
C -3.76 -1.03 3.10
C -1.99 2.84 2.11
H -3.56 -0.10 0.08
H -2.30 3.94 -3.03
C 3.91 0.68 4.89
N 2.59 0.12 5.06
H -2.03 -4.54 0.15
C -1.29 6.76 -1.49
H -4.87 0.72 -1.87
C -4.87 -0.33 -1.60
C 0.04 -1.07 5.50
Hg 0.15 -0.87 -0.04
H 3.61 4.04 -0.02
H -1.54 -0.20 -5.80
C -2.64 -1.34 2.37
C -0.61 6.20 -0.43
H -0.70 -4.79 1.29
H 0.56 -1.87 6.04
H 1.37 -2.68 -2.29
H 1.82 2.25 -3.08
Br 3.93 -3.73 2.09
H -2.60 1.99 1.85
H 0.85 -3.73 -0.29
Br 7.79 -1.41 -1.34
H 6.45 -2.94 0.78
H -5.60 -1.76 3.96
H -2.49 2.06 -2.46
F -3.95 0.24 3.53
C -3.26 -3.62 2.33
C 1.68 1.18 -3.25
H -0.32 -0.72 -4.64
C 5.95 -1.60 -0.81
H 0.10 -5.23 -0.88
C 3.25 -2.01 -0.02
C 0.60 -3.30 -2.75
H 3.86 1.41 4.09
C 2.82 0.41 -2.65
H 4.28 1.34 -3.93
H -0.13 6.83 0.31
H -4.95 -0.93 -2.51
H -1.34 7.84 -1.61
H 0.03 -0.16 6.11
H 1.64 1.02 -4.32
C 4.94 -0.91 -1.50
F -3.07 -4.95 2.13
*
```

Computed properties:
⟨S²⟩: 0.76
Orbital gap (alpha / beta): 6.4 / 5.5 eV
LUMO level (alpha / beta): 2.3164 / 1.1452 eV
Calculated total energy: -12118.66783 Ha
Highest occupied orbital energy (alpha / beta): -4.06 / -4.32 eV


Entry 4:
The following is a DFT calculation (ωB97M-V/def2-TZVPD) of C39H51Cl40O3PSi as an isolated structure.

ORCA input file:
```
! wB97M-V def2-TZVPD RIJCOSX def2/J DEFGRID3
* xyz 0 1
H 6.80 2.81 1.13
H 6.91 -0.78 0.64
Cl 8.14 -2.95 2.09
H 4.71 0.56 0.01
H 3.09 -3.63 -1.52
C 3.58 -2.89 -2.28
H -2.26 7.33 -1.65
C -3.34 -1.78 5.15
H -4.01 10.02 1.46
O 0.61 1.31 -1.31
H 3.03 -1.27 -3.94
C 3.33 3.00 -0.46
H 7.69 -0.12 -2.43
Cl -3.66 -2.43 -6.66
Cl -8.63 0.81 -6.93
Cl -4.39 7.07 -2.63
Cl 7.21 -5.94 3.87
C -0.33 -6.16 3.14
Cl -3.68 -2.02 6.88
H -5.45 -6.38 -1.07
C -0.10 -3.19 -0.90
H -0.05 -3.11 -3.21
H 7.44 -1.79 -1.53
H -4.27 -1.49 4.66
H -9.10 -1.20 4.22
C 9.75 -2.23 2.22
C 2.52 -2.10 -3.26
H 1.21 -5.04 -1.75
H 7.96 0.67 -0.12
C 1.45 1.25 4.19
Cl -3.10 3.71 -1.98
C -6.99 4.45 -3.65
H 4.06 3.19 -1.35
Si 4.30 3.35 1.20
Cl 3.58 2.46 -4.07
Cl -1.05 2.12 -3.31
C -8.77 -0.54 5.03
C -6.06 -5.15 4.89
Cl -7.10 2.69 -3.66
H 1.11 -6.72 0.53
O 1.08 4.10 -2.85
Cl 5.46 -5.04 1.72
H 5.21 5.65 2.14
H -5.07 1.46 0.19
H 2.97 0.64 2.27
Cl -8.08 5.13 -2.43
C -7.17 -0.04 -6.40
H 1.13 5.06 5.40
C 6.95 0.04 -0.21
H 5.89 1.55 2.25
H 0.69 -6.27 3.69
Cl -2.75 -3.28 4.42
H 3.93 5.85 0.77
Cl -4.01 8.68 3.40
H 5.88 -7.25 2.43
Cl -9.57 -1.03 6.53
C 4.60 -1.92 -1.45
H 4.02 -1.43 -0.56
H -5.97 4.74 -3.40
H 5.69 5.39 0.27
Cl -6.99 -5.57 0.52
C 1.47 4.11 4.80
H -1.94 -1.49 -7.96
C 2.56 4.34 3.57
Cl -3.85 1.80 -4.05
H -0.60 -7.24 2.71
C 3.06 3.03 2.66
Cl -3.51 0.26 -7.77
Cl -1.54 -0.62 -5.80
C 5.73 1.15 -0.08
C -1.00 -3.63 1.82
Cl -1.72 9.73 1.94
H -1.24 -5.87 3.83
Cl -7.67 -5.87 4.75
H -1.60 -3.30 2.78
C 2.53 1.49 2.97
C 6.99 -0.69 -1.68
H 5.40 -2.65 -0.93
C -5.59 -5.43 -0.55
C 0.92 1.07 -2.59
Cl -1.83 7.49 -3.96
H 1.07 0.15 4.36
Cl 4.34 -6.44 4.02
Cl 9.63 -0.49 2.54
C 5.47 -0.87 -2.36
C 4.87 5.21 1.10
C -0.27 -5.12 1.84
H 2.38 3.69 -0.46
C -3.40 9.19 1.81
H 2.99 1.86 -0.39
H 5.77 1.79 -1.09
Cl -7.49 -1.00 -4.95
H 10.26 -2.69 3.07
P 1.45 2.59 -3.69
H 4.94 0.15 -2.56
Cl -2.89 9.53 -2.19
Cl -5.11 -5.45 3.42
H 4.26 -3.56 -3.00
Cl -2.17 -0.47 4.92
H 1.75 -1.03 -1.40
Cl 10.70 -2.53 0.76
Cl -5.85 1.11 -6.12
Cl -7.01 -0.70 5.18
Cl -2.78 1.16 0.67
H -5.54 -5.61 5.73
H -6.86 -0.72 -7.20
C -2.58 -1.12 -7.16
C 0.58 -5.66 0.52
O 0.87 -0.22 -3.28
Cl -4.13 -5.07 0.38
Cl -5.07 0.12 2.13
H -0.97 -1.66 -2.36
C 1.29 -1.34 -2.43
Cl -7.37 5.11 -5.25
C 5.74 -6.29 2.94
H 3.01 5.40 3.31
H -1.49 -1.63 0.46
H 0.86 4.74 -3.62
C -2.77 7.79 -2.50
H -2.84 1.37 -1.97
C -0.01 -2.36 -2.31
C -4.46 0.62 0.54
H 2.00 -2.88 -3.98
Cl -4.60 -0.70 -0.63
C 0.61 -4.66 -0.78
C -2.73 2.15 -2.73
Cl -3.54 7.86 0.64
H 0.16 2.37 5.91
C -0.93 -2.67 0.45
C 5.84 2.13 1.23
Cl -9.20 1.13 4.60
Cl -5.87 -4.18 -1.77
H 5.69 -1.35 -3.43
Cl -6.18 -3.41 5.20
C 0.95 2.57 5.04
*
```

Computed properties:
Orbital gap: 7.2 eV
LUMO level: -0.9778 eV
Calculated total energy: -20780.01547 Ha
Highest occupied orbital energy: -8.13 eV